[1]
Formula: C18H30Cd2Cl6F2O27S3
Source: OMol25
Level of theory: ωB97M-V/def2-TZVPD

```
88
Properties=species:S:1:pos:R:3:forces:R:3:mulliken_charge:R:1
Cd -0.624141 4.924527 -2.050564 -0.39 1.14 -0.28 1.29
Cd -1.016903 2.543265 4.299318 -0.27 0.15 -1.21 0.60
S -1.498243 6.615394 -5.372890 0.86 1.92 -0.32 1.28
O -2.057959 5.421323 -4.742304 -1.92 -3.04 1.38 -0.66
O -0.869937 6.376427 -6.641096 2.42 -1.93 -1.53 -0.63
O -2.497464 7.576460 -5.817467 -1.69 0.96 1.63 -0.63
O -0.586405 7.060628 -4.311816 0.85 1.29 0.70 -0.69
S -1.267316 0.911413 0.765521 1.87 -1.67 -2.48 1.19
O -0.121202 1.098341 1.647999 2.10 -0.64 0.93 -0.58
O -1.135236 1.809523 -0.358682 -0.28 0.74 -1.23 -0.59
O -1.529555 -0.472143 0.353013 0.16 0.64 0.47 -0.64
O -2.251958 1.396171 1.704490 -3.52 1.37 2.88 -0.56
S -0.515423 6.543213 1.623336 0.66 0.80 -2.89 1.15
O 0.529839 6.100626 0.718688 4.39 -0.43 -0.33 -0.73
O -1.599535 6.299278 0.681123 -4.59 0.85 -0.47 -0.64
O -0.688499 5.618448 2.732942 -0.04 -0.61 2.63 -0.52
O -0.334129 7.949905 2.084582 -0.59 -1.79 0.01 -0.61
C 0.714826 -2.596604 -4.785692 -0.19 0.00 0.40 -0.63
O 1.728536 -3.155993 -5.580276 1.46 -0.17 -1.35 -0.29
C 1.515382 -3.279238 -6.902468 -0.89 0.22 0.68 0.81
O 0.503413 -2.978680 -7.488908 0.62 -0.09 0.13 -0.55
O 2.613694 -3.829761 -7.408538 0.95 -0.22 0.00 -0.31
C 2.734081 -4.034198 -8.797527 0.11 0.40 -1.28 -0.67
H -0.022229 -3.397530 -4.727655 -0.67 0.74 0.32 0.29
H 0.395431 -1.624879 -5.162281 -0.48 -0.34 -0.24 0.30
H 1.173032 -2.394360 -3.817577 -0.09 -0.30 0.00 0.22
H 1.921903 -3.552664 -9.342130 -0.36 -0.58 0.13 0.33
H 2.926782 -5.075866 -9.054227 -0.86 -0.26 0.39 0.24
H 3.619128 -3.585036 -9.248132 0.37 0.63 0.82 0.25
C 4.043562 2.207353 -1.953189 -0.08 0.18 0.44 -0.60
O 4.362882 2.158921 -3.354749 -0.48 -0.28 -0.56 -0.32
C 3.349137 2.472698 -4.215944 -1.48 1.53 1.16 0.78
O 2.285603 2.990131 -3.894218 1.44 -1.04 -0.32 -0.55
O 3.739114 2.223959 -5.447796 0.52 -0.43 -2.24 -0.33
C 2.866316 2.493238 -6.632544 -1.43 0.23 1.59 -0.61
H 3.640872 3.183945 -1.684471 -0.33 -0.23 -0.09 0.29
H 4.930479 2.064550 -1.335859 0.50 0.13 -0.70 0.22
H 3.411382 1.376207 -1.640719 -0.51 0.25 -0.38 0.29
H 3.280214 2.308261 -7.623788 1.06 -0.14 0.73 0.24
H 2.446260 3.498610 -6.602872 0.49 0.19 0.22 0.33
H 1.970636 1.875554 -6.566798 0.15 -0.31 0.26 0.25
C 5.366160 -0.765777 4.618199 -0.07 1.41 -0.37 -0.60
O 6.585439 -1.410945 4.244609 1.32 -0.22 -0.18 -0.30
C 7.665157 -0.611487 4.087220 0.92 1.59 0.76 0.74
O 7.665604 0.628032 4.124116 0.03 -3.85 -0.27 -0.55
O 8.881381 -1.327035 3.999637 -0.98 3.13 -0.18 -0.32
C 8.972184 -2.703890 3.897992 -2.18 -1.56 0.80 -0.60
H 5.082529 -0.074285 3.824792 -0.19 -0.19 -0.15 0.29
H 5.547890 -0.109802 5.469530 -0.07 -0.34 0.27 0.29
H 4.566930 -1.486986 4.789068 0.51 -0.16 -0.02 0.23
H 8.668248 -3.053284 2.911265 0.44 -0.07 -0.12 0.27
H 8.227593 -3.088030 4.595216 -0.18 -0.55 -0.07 0.28
H 9.895427 -3.148201 4.269890 0.41 0.80 -0.46 0.26
C -2.099241 -4.009309 8.871893 0.21 -0.52 0.20 -0.38
C -0.683447 -4.427974 8.501918 0.60 2.43 3.54 0.26
O -0.152238 -3.171376 8.101694 -0.42 0.07 -1.20 -0.31
C -1.196259 -2.425460 7.548144 0.79 1.63 -1.74 0.65
O -1.091140 -1.464362 6.807545 0.07 -2.38 2.14 -0.52
O -2.355056 -2.961239 7.937495 -0.94 -0.49 0.03 -0.30
F -0.543007 -5.375786 7.625400 -0.31 -1.35 -2.38 -0.25
H -2.193981 -3.582778 9.870492 0.56 0.03 0.10 0.28
H -2.755609 -4.879012 8.901777 -0.49 0.35 -0.98 0.33
H -0.092719 -4.752503 9.358556 -0.05 0.26 0.28 0.24
C -6.328772 4.063153 -1.246580 1.33 1.08 -0.24 -0.42
C -6.742630 4.284420 0.163816 3.03 -0.77 0.36 0.29
O -7.115634 2.977773 0.560205 -0.06 1.28 2.20 -0.30
C -7.464175 2.290892 -0.497978 -2.33 -4.33 0.02 0.74
O -8.053392 1.190116 -0.439511 1.97 3.60 -0.59 -0.64
O -7.100082 2.952780 -1.572885 -0.51 -1.07 -2.55 -0.31
F -7.731217 5.134615 0.195652 -2.65 1.37 0.53 -0.28
H -5.257771 3.893472 -1.357306 0.03 -0.59 0.19 0.28
H -6.492727 4.943787 -1.867620 -0.68 -0.26 -0.11 0.29
H -5.948051 4.663574 0.806462 -0.03 -0.33 0.19 0.36
C -5.337861 -3.516363 -2.135164 -0.27 -0.53 0.58 -0.19
Cl -6.905601 -4.328155 -1.617863 0.91 0.77 -0.31 -0.18
Cl -5.017501 -3.745018 -3.829592 0.00 -0.19 -0.64 -0.14
H -5.330969 -2.439019 -1.969728 -0.42 -0.32 0.38 0.27
H -4.556263 -4.036203 -1.581110 -0.20 0.30 0.01 0.24
C 1.542117 -4.168369 1.445042 -0.18 0.09 0.75 -0.17
Cl 3.252966 -4.025286 1.133185 0.57 0.22 -0.45 -0.16
Cl 1.335984 -5.473839 2.669734 -0.42 0.19 -0.44 -0.18
H 1.210058 -3.240830 1.911421 -0.08 -0.20 -0.18 0.23
H 1.001778 -4.366364 0.519341 0.08 -0.23 0.33 0.28
C -5.700929 -1.944386 3.960977 -0.80 0.36 -0.63 -0.20
Cl -6.360157 -0.904766 5.275069 0.71 -0.23 -0.55 -0.17
Cl -6.029128 -3.638500 4.339544 0.26 -0.12 -0.05 -0.17
H -6.257315 -1.698989 3.056376 -0.21 -0.05 0.28 0.24
H -4.660945 -1.788424 3.674229 0.08 0.07 0.94 0.29
```
Positions in Å, forces in eV/Å.

- Orbital gap: 2.22 eV
- Highest occupied orbital energy: -0.1093 Ha
- Total charge: -2
- ΔE to the lowest compared entry with this formula, charge and spin: 410.4 kcal per mole
- Energy: -7225.92639 Ha

***

[2]
Formula: C29H27N6O4W
Source: OMol25
Level of theory: ωB97M-V/def2-TZVPD

```
67
Properties=species:S:1:pos:R:3:forces:R:3:mulliken_charge:R:1
W -0.051103 -0.296721 -0.308904 -0.05 -0.09 -0.06 -0.08
O 2.420188 -0.687502 3.335677 0.09 0.08 0.07 -0.55
C 1.613049 -0.538586 2.464805 -0.26 -0.32 0.06 -0.05
N 1.671401 -0.979031 0.130238 0.22 -0.10 0.11 0.42
C 2.133230 -2.294056 -0.021362 -0.04 0.44 0.26 0.74
C 3.233862 -2.898263 0.564794 0.12 -0.06 -0.01 -0.45
C 3.513323 -4.209341 0.214824 -0.01 0.03 0.01 -1.01
C 2.711174 -4.880383 -0.704178 -0.02 0.00 -0.02 -0.66
C 1.590412 -4.284484 -1.264098 0.06 -0.03 0.07 -1.01
C 1.278450 -2.980008 -0.884662 -0.28 -0.04 -0.16 0.52
N 0.144454 -2.212255 -1.201577 0.06 -0.18 0.10 0.42
C -0.810641 -2.687125 -2.048295 -0.02 -0.01 -0.05 0.38
O -0.798836 -3.702976 -2.714699 0.02 -0.01 0.01 -0.73
C -2.012700 -1.799721 -2.040436 0.11 -0.13 0.04 0.51
C -3.145176 -2.145329 -2.753464 -0.03 -0.01 -0.05 -0.72
C -4.263919 -1.343693 -2.661163 -0.02 -0.02 -0.04 -0.46
C -4.208287 -0.226656 -1.836201 -0.03 0.07 0.04 -1.04
C -3.048029 0.057951 -1.152960 0.07 -0.02 -0.06 -0.14
N -1.940608 -0.712843 -1.255338 -0.33 -0.05 -0.23 0.15
C 0.179980 -1.058114 2.662030 0.50 0.31 -0.33 0.37
C -0.146539 -1.552289 3.898775 -0.17 -0.11 0.22 -0.72
C -1.448702 -1.982903 4.138706 0.21 0.02 0.13 -0.53
C -2.361436 -1.913629 3.110286 -0.08 0.03 -0.22 -0.92
C -1.948282 -1.439222 1.872828 -0.08 -0.09 0.13 0.07
N -0.705912 -1.005462 1.637764 -0.20 0.00 0.22 0.08
H 3.854597 -2.368789 1.272468 -0.01 -0.01 -0.01 0.46
H 4.364721 -4.708228 0.657569 -0.01 0.00 -0.01 0.43
H 2.954286 -5.897864 -0.980561 0.00 0.01 0.01 0.40
H 0.960806 -4.819295 -1.954506 0.01 0.00 -0.01 0.54
H -3.101071 -3.042594 -3.355101 -0.01 0.01 0.00 0.57
H -5.164719 -1.583522 -3.209817 0.00 0.01 0.01 0.46
H -5.057594 0.430758 -1.713494 -0.01 -0.02 -0.01 0.49
H -2.981473 0.913468 -0.498158 -0.01 0.01 0.02 0.79
H 0.625226 -1.579638 4.655470 -0.04 -0.01 0.01 0.57
H -1.732137 -2.363920 5.110724 0.01 0.01 -0.02 0.45
H -3.384672 -2.239002 3.233829 0.01 0.00 0.01 0.46
H -2.629892 -1.423044 1.035920 -0.02 0.01 -0.01 0.41
O 0.283396 0.754029 -2.059411 0.07 0.04 -0.44 -0.34
N -0.245347 1.889175 -2.212970 -0.07 0.16 0.18 -0.71
N -0.891055 2.286994 -1.191698 -0.27 0.31 -0.14 1.19
O -0.883693 1.568879 -0.035165 -0.12 -0.13 -0.18 -0.82
C -1.771502 3.429525 -1.283488 0.37 -0.25 0.30 0.12
C -2.372593 3.871878 -0.119550 -0.08 0.14 0.05 -0.05
C -3.229236 4.963666 -0.190024 0.03 -0.06 0.05 -0.71
C -3.463707 5.592089 -1.401499 0.01 0.00 -0.04 -0.49
C -2.842262 5.128423 -2.555452 0.00 0.00 -0.01 -0.60
C -1.990992 4.037869 -2.510418 -0.02 0.03 -0.07 -0.37
H -2.165166 3.384480 0.821046 0.00 -0.01 0.00 0.44
H -3.703740 5.323587 0.712881 0.00 0.00 -0.01 0.40
H -4.127169 6.444542 -1.450214 0.00 0.00 0.00 0.41
H -3.021733 5.617000 -3.503439 -0.01 0.00 0.01 0.40
H -1.510426 3.670447 -3.405095 0.00 0.00 0.02 0.49
C 4.468896 0.208154 0.980522 0.07 0.03 0.07 -1.86
C 3.156829 0.987886 0.921579 0.04 -0.06 0.05 1.98
C 3.036909 1.667962 -0.442057 0.04 -0.01 -0.06 -1.58
C 3.122776 2.065537 2.010672 -0.03 0.06 -0.06 -1.77
C 1.929116 0.071284 1.096475 0.02 -0.26 -0.06 0.17
H 5.295262 0.906549 0.837420 -0.01 -0.02 0.01 0.48
H 4.528162 -0.538138 0.188372 -0.01 0.03 -0.02 0.40
H 4.610901 -0.279346 1.945630 -0.04 0.01 -0.02 0.33
H 3.907660 2.306252 -0.595988 -0.03 0.01 -0.02 0.54
H 2.146523 2.301584 -0.495790 0.00 0.00 0.01 0.19
H 2.998469 0.946968 -1.259305 0.00 -0.02 0.00 0.34
H 3.918879 2.785920 1.817083 -0.02 -0.01 0.02 0.48
H 3.272497 1.659394 3.008313 0.01 -0.05 0.01 0.35
H 2.176896 2.617878 1.992444 0.01 -0.03 0.01 0.37
H 1.058020 0.783839 0.941393 0.22 0.35 0.13 0.59
```
Positions in Å, forces in eV/Å.

- Orbital gap (spin up / spin down): 5.89 / 5.89 eV
- Highest occupied orbital energy (spin up / spin down): -0.3635 / -0.3634 Ha
- Total charge: +1
- ΔE to the lowest compared entry with this formula, charge and spin: 47.6 kcal per mole
- Energy: -1817.66215 Ha